(1)
77
Properties=species:S:1:pos:R:3:forces:R:3 method="wB97M-V/def2-TZVPD" energy_ha=-2001.1909 total_charge=-1 e_above_lowest_kj_mol=209.72 homo_lumo_gap_ev=9.142 e_homo_ev=-6.46
Cl -0.178 -0.202 -0.441 0.6 -2.3 2.0
O 0.566 1.019 -0.531 0.0 0.9 -1.1
O 0.617 -1.342 -0.803 1.0 0.0 -0.6
O -0.499 -0.370 0.961 -0.7 0.3 0.4
O -1.364 -0.276 -1.233 -0.8 1.4 -0.7
C 3.585 2.365 4.332 1.0 0.0 0.7
C 2.454 2.520 3.398 -1.4 0.8 -0.2
O 2.103 1.287 2.839 0.5 -1.3 -0.3
H 4.006 3.315 4.661 -0.1 0.3 -0.3
H 4.353 1.849 3.755 0.3 -0.3 0.4
H 3.357 1.873 5.277 -0.1 -0.5 -0.3
H 2.755 3.222 2.620 -0.1 0.2 -0.2
H 1.540 2.876 3.873 0.1 0.7 0.3
H 1.564 1.388 2.050 -0.1 0.0 -0.2
C -0.662 0.289 4.498 -0.1 0.8 0.3
C 0.281 -0.752 5.021 -0.1 0.6 0.3
O 1.065 -1.252 3.974 -0.2 -0.7 0.4
H -0.074 1.172 4.249 -0.1 0.0 -0.5
H -1.317 0.650 5.292 -0.4 -0.2 0.0
H -1.214 -0.070 3.629 0.0 0.1 0.0
H -0.296 -1.483 5.588 0.3 -0.7 -0.5
H 0.936 -0.267 5.745 0.1 0.1 0.5
H 1.420 -0.451 3.582 0.4 0.1 -0.5
C -1.508 -3.792 0.497 0.2 0.6 -0.8
C -0.063 -4.093 0.846 -0.1 -1.6 0.2
O 0.432 -3.217 1.804 0.0 0.2 0.2
H -1.561 -2.762 0.143 0.0 0.1 -0.1
H -2.206 -3.841 1.333 0.2 -0.3 0.2
H -1.856 -4.396 -0.341 -0.1 -0.3 0.1
H 0.631 -4.158 0.009 -0.4 0.4 -0.6
H 0.003 -5.101 1.258 -0.1 -0.2 0.4
H 0.298 -2.379 1.356 0.3 0.9 0.5
C 2.772 -4.373 -4.200 0.0 0.8 0.6
C 1.889 -4.002 -3.003 -0.2 0.8 -1.1
O 2.162 -4.789 -1.901 0.3 -0.9 0.8
H 2.634 -5.421 -4.465 0.0 0.0 -0.1
H 3.807 -4.188 -3.913 0.1 -0.2 -0.1
H 2.556 -3.722 -5.047 -0.1 -0.2 -0.2
H 0.840 -4.074 -3.291 -0.3 -0.1 -0.1
H 2.021 -2.970 -2.677 0.2 0.1 -0.1
H 2.050 -5.696 -2.194 0.0 -0.2 0.3
C 1.298 -0.075 -4.227 0.2 0.7 0.3
C 2.732 0.067 -3.676 -0.6 -1.4 0.1
O 3.615 0.507 -4.701 0.3 0.6 0.1
H 0.501 0.169 -3.525 0.3 -0.5 0.3
H 1.133 -1.070 -4.641 -0.1 0.1 -0.1
H 1.168 0.694 -4.988 0.1 -0.2 -0.3
H 3.104 -0.914 -3.380 -0.2 -0.3 0.3
H 2.800 0.628 -2.744 0.0 0.7 -0.5
H 3.744 -0.256 -5.269 0.1 0.1 -0.1
C -1.895 3.439 0.726 0.3 -0.5 -0.2
C -1.196 3.128 2.075 -1.9 -0.1 -1.2
O -0.872 4.305 2.762 0.5 0.7 0.5
H -1.256 4.075 0.112 0.1 0.2 0.0
H -2.898 3.863 0.762 0.1 0.4 0.6
H -2.072 2.550 0.121 0.4 -0.4 0.2
H -0.347 2.465 1.909 0.0 0.0 0.1
H -1.957 2.651 2.692 0.3 -0.5 0.1
H -0.682 4.995 2.123 0.1 0.0 -0.1
C -4.596 -1.452 -0.002 -0.7 -0.8 0.2
C -4.313 -0.521 1.189 2.2 -1.9 -0.8
O -5.262 0.442 1.223 -2.3 2.1 0.1
H -5.547 -1.962 0.153 -0.4 0.2 0.2
H -3.933 -2.303 -0.159 0.6 0.4 0.3
H -4.714 -0.963 -0.969 0.3 0.5 0.2
H -3.319 -0.089 1.075 0.3 0.0 -0.1
H -4.292 -1.036 2.150 0.0 -0.6 -0.1
H -5.378 0.752 2.124 0.0 0.1 -0.1
C -0.329 4.293 -4.059 -0.1 0.7 0.4
C -0.794 3.328 -2.996 1.0 -1.0 -0.5
O -1.180 2.165 -3.714 -0.5 -0.2 0.4
H -1.147 4.633 -4.694 -0.2 0.2 0.2
H 0.387 3.852 -4.753 0.1 -0.3 0.4
H 0.164 5.118 -3.545 -0.1 0.4 -0.3
H -1.537 3.651 -2.267 -0.6 0.5 -0.5
H 0.031 3.037 -2.346 0.5 0.2 0.0
H -1.061 1.446 -3.088 -0.3 -0.5 0.0

(2)
117
Properties=species:S:1:pos:R:3:forces:R:3 method="wB97M-V/def2-TZVPD" energy_ha=-2015.3133 e_above_lowest_kj_mol=405.16 homo_lumo_gap_ev=9.423 e_homo_ev=-9.28
C -2.618 -1.350 3.981 0.4 -0.4 -0.6
C -2.686 -0.397 5.145 0.4 -0.5 0.1
O -1.485 0.439 5.218 -2.0 -0.9 0.6
H -2.329 -0.861 3.051 0.1 0.3 0.0
H -3.582 -1.811 3.767 -0.1 -0.1 0.3
H -1.885 -2.137 4.157 0.0 -0.1 0.0
H -2.802 -0.996 6.048 0.6 0.2 0.3
H -3.661 0.085 5.085 0.3 1.1 -0.1
H -1.557 0.990 4.435 0.2 0.3 -0.7
C 2.821 -1.263 -2.298 0.0 1.1 -0.3
C 4.321 -1.389 -2.149 -0.4 0.9 2.0
O 4.715 -2.713 -1.977 0.6 -1.0 -1.0
H 2.429 -1.725 -3.205 -0.1 -0.5 0.2
H 2.546 -0.216 -2.427 0.1 0.3 0.1
H 2.336 -1.556 -1.367 -0.1 -0.5 -0.3
H 4.577 -1.013 -1.159 -0.2 0.7 0.1
H 4.917 -0.771 -2.820 0.0 -0.4 -0.6
H 4.686 -3.114 -2.849 0.1 -0.5 0.0
C 1.994 -1.089 4.510 0.1 1.3 -0.9
C 1.709 -0.488 5.859 -0.1 -0.2 0.8
O 1.200 0.845 5.771 0.8 -0.4 -0.2
H 1.107 -0.843 3.927 -0.2 -0.6 -0.3
H 2.296 -2.132 4.412 -0.3 0.0 0.4
H 2.769 -0.484 4.039 0.3 0.0 -0.1
H 2.598 -0.460 6.490 0.0 0.0 0.0
H 0.960 -1.101 6.361 0.0 -0.2 0.3
H 0.264 0.729 5.593 -0.5 0.1 0.0
C 0.708 2.761 -5.418 -0.5 -0.8 -1.0
C 1.199 1.590 -4.560 -1.3 2.0 1.6
O 0.868 1.965 -3.159 0.5 -1.2 -1.2
H 1.120 2.623 -6.417 0.4 0.5 -0.1
H 0.873 3.757 -5.008 0.6 -0.2 0.0
H -0.363 2.738 -5.621 -0.1 -0.3 0.4
H 2.275 1.484 -4.696 -0.1 -0.4 0.2
H 0.611 0.684 -4.708 0.4 -0.1 -0.4
H 1.484 2.665 -2.933 0.3 0.4 0.3
C -5.613 -1.517 -0.687 0.6 -0.4 1.3
C -5.144 -0.098 -0.400 -0.8 -0.5 0.7
O -6.148 0.789 -0.891 0.5 0.5 -0.2
H -6.666 -1.507 -0.405 -0.3 -0.1 -1.2
H -5.296 -2.232 0.071 0.8 0.0 0.1
H -5.261 -1.939 -1.628 -0.8 0.2 -0.3
H -4.139 0.160 -0.733 0.0 0.0 -0.3
H -5.166 0.031 0.682 0.1 0.2 0.0
H -6.044 0.811 -1.845 -0.2 0.1 -0.2
C -0.457 4.114 -0.983 -0.7 -1.5 0.7
C -1.734 4.582 -1.653 1.6 0.1 -1.5
O -2.204 5.764 -1.075 -0.8 0.3 0.4
H 0.433 4.737 -1.078 -0.3 0.2 -0.2
H -0.267 3.118 -1.385 0.4 0.1 -0.3
H -0.628 3.877 0.067 0.0 0.4 0.2
H -2.461 3.806 -1.892 -0.3 -0.2 1.2
H -1.419 4.787 -2.676 0.1 0.5 -0.5
H -3.161 5.718 -1.020 0.0 0.1 0.1
C -1.567 -4.663 2.437 -0.5 0.1 -0.3
C -2.721 -3.947 1.647 0.8 -0.5 -0.2
O -3.438 -4.820 0.815 -0.9 -1.0 0.6
H -0.808 -4.013 2.872 -0.1 0.4 -0.2
H -1.044 -5.348 1.770 0.0 0.0 -0.2
H -1.912 -5.278 3.268 -0.4 0.0 -0.1
H -2.323 -3.280 0.883 0.6 1.1 0.9
H -3.463 -3.473 2.290 0.4 0.2 0.1
H -2.913 -4.903 0.015 -0.2 -0.4 -0.3
C 0.731 2.524 2.361 0.3 0.6 -0.9
C -0.653 2.868 2.844 -0.3 -0.5 0.4
O -1.493 1.716 2.768 -0.2 0.2 0.2
H 1.128 1.626 2.834 0.1 0.3 0.2
H 1.426 3.364 2.389 0.1 0.1 0.9
H 0.726 2.403 1.278 -0.4 -0.7 -0.2
H -1.134 3.671 2.286 0.3 0.3 0.0
H -0.670 3.115 3.906 0.2 0.3 0.0
H -1.557 1.452 1.847 0.0 -0.5 -0.4
C 0.461 -0.904 1.048 1.0 -0.5 -1.3
C 0.003 -0.128 -0.218 0.5 -1.1 1.8
O -1.278 0.258 0.183 -1.2 0.5 -0.1
H 0.935 -0.260 1.789 -0.4 -0.2 0.1
H 1.170 -1.680 0.757 0.7 0.2 0.0
H -0.348 -1.537 1.412 -0.3 0.6 0.3
H 0.032 -0.802 -1.074 -0.4 0.0 -0.2
H 0.636 0.727 -0.456 0.1 0.1 0.0
H -1.808 0.460 -0.592 0.1 0.4 -0.4
C 3.291 2.580 -0.567 -0.7 -1.5 0.7
C 4.166 2.925 -1.746 -1.2 0.0 1.5
O 3.232 3.624 -2.592 1.2 0.3 -0.3
H 2.516 1.873 -0.861 -0.3 0.1 -0.3
H 2.780 3.442 -0.138 0.2 0.2 -0.3
H 3.753 2.056 0.270 0.6 0.1 -0.1
H 4.598 2.063 -2.253 0.0 0.0 0.0
H 4.941 3.525 -1.269 0.3 0.6 -0.9
H 3.764 4.253 -3.085 -0.3 0.2 -0.4
C -1.167 -3.464 -2.885 -0.1 -0.3 0.5
C -0.924 -4.544 -1.797 0.4 1.0 -1.0
O -2.160 -5.138 -1.442 0.5 -0.5 -0.6
H -0.275 -2.870 -3.086 0.0 0.1 0.1
H -2.016 -2.827 -2.639 0.2 0.2 0.3
H -1.454 -3.955 -3.815 0.1 -0.2 -0.1
H -0.440 -4.213 -0.878 -0.2 0.5 0.0
H -0.209 -5.230 -2.250 -0.2 -0.6 0.2
H -2.295 -5.869 -2.050 -0.4 -0.1 0.1
C -2.986 1.565 -4.366 0.5 0.0 -0.2
C -2.377 0.570 -3.375 -0.1 -0.8 -1.5
O -1.676 1.163 -2.362 -0.3 1.1 1.8
H -2.223 2.203 -4.812 0.4 -0.2 0.0
H -3.642 2.302 -3.903 -0.4 -0.4 0.2
H -3.446 1.042 -5.205 -0.4 0.0 0.1
H -1.611 -0.071 -3.810 -0.4 -0.4 -1.2
H -3.112 -0.138 -2.991 -0.3 0.3 0.3
H -0.851 1.474 -2.742 0.7 0.4 0.2
C 4.727 -1.596 1.692 0.1 0.2 0.4
C 5.959 -0.652 1.892 -0.9 -1.0 1.8
O 5.623 0.292 2.983 -0.4 -0.2 -1.6
H 4.852 -2.415 0.983 0.6 0.2 -0.3
H 3.828 -1.068 1.374 0.1 0.4 -0.1
H 4.407 -2.116 2.595 0.4 0.3 0.4
H 6.285 -0.281 0.921 -0.2 0.8 0.2
H 6.796 -1.161 2.370 0.1 -0.7 -0.7
H 6.194 1.063 2.934 0.1 0.0 -0.1

(3)
17
Properties=species:S:1:pos:R:3:forces:R:3 method="wB97M-V/def2-TZVPD" energy_ha=-629.6232 e_above_lowest_kj_mol=390.59 homo_lumo_gap_ev=9.210 e_homo_ev=-8.40 smiles="C/C=C/O.C=NP"
C -1.877 -0.646 0.781 -1.5 -1.1 1.4
C -0.596 1.430 1.142 2.0 1.0 -0.3
C 2.095 0.567 -1.509 -0.2 -0.5 0.5
C -1.150 0.341 0.326 0.6 0.6 -1.1
N 1.174 0.166 -0.754 0.8 0.8 -1.3
O -2.426 -1.667 0.085 -0.7 -0.8 0.8
P 1.275 -1.154 0.328 3.2 0.0 -0.3
H -2.256 -0.890 1.800 0.9 1.3 -0.3
H 0.580 1.406 1.098 -2.2 0.3 0.0
H -0.934 2.362 0.601 0.5 -0.5 1.3
H -0.818 1.339 2.200 -0.5 0.5 0.1
H 1.899 1.258 -2.296 -0.3 0.9 -0.4
H 3.110 0.211 -1.476 0.7 -0.5 0.1
H -2.095 -1.712 -0.780 0.7 0.1 -2.1
H -0.686 0.456 -0.695 -1.7 -0.7 0.9
H 2.442 -1.701 -0.539 -1.4 -0.1 1.4
H 0.263 -1.765 -0.312 -0.9 -1.3 -0.8